{"formula": "C18H22Cl30N4", "method": "the ωB97M-V functional and the def2-TZVPD basis", "species": ["C", "C", "N", "H", "H", "H", "C", "C", "N", "H", "H", "H", "C", "C", "N", "H", "H", "H", "C", "C", "N", "H", "H", "H", "C", "Cl", "Cl", "Cl", "H", "C", "Cl", "Cl", "Cl", "H", "C", "Cl", "Cl", "Cl", "H", "C", "Cl", "Cl", "Cl", "H", "C", "Cl", "Cl", "Cl", "H", "C", "Cl", "Cl", "Cl", "H", "C", "Cl", "Cl", "Cl", "H", "C", "Cl", "Cl", "Cl", "H", "C", "Cl", "Cl", "Cl", "H", "C", "Cl", "Cl", "Cl", "H"], "positions_angstrom": [[-3.028, -2.514, 0.219], [-2.871, -3.074, -1.082], [-2.771, -3.529, -2.124], [-2.395, -1.620, 0.440], [-2.835, -3.296, 0.942], [-4.081, -2.195, 0.380], [0.040, -4.769, -0.298], [0.211, -3.575, 0.453], [0.486, -2.522, 0.842], [-0.809, -4.734, -0.983], [-0.261, -5.628, 0.364], [0.968, -5.067, -0.800], [-1.648, 3.127, -4.446], [-0.519, 2.538, -3.700], [0.201, 2.052, -2.958], [-2.576, 2.783, -4.010], [-1.497, 2.771, -5.492], [-1.549, 4.185, -4.356], [-0.123, 0.610, 0.110], [-1.263, 0.723, 1.093], [-2.192, 0.666, 1.726], [-0.487, 0.409, -0.925], [0.615, -0.140, 0.457], [0.437, 1.537, 0.082], [10.584, -1.175, -3.622], [9.147, -0.379, -3.009], [10.842, -0.634, -5.277], [10.620, -2.931, -3.539], [11.435, -0.892, -3.017], [5.965, -0.672, 0.993], [6.018, 0.975, 1.739], [4.799, -1.640, 1.786], [7.531, -1.445, 0.905], [5.632, -0.554, 0.002], [-2.226, 1.823, 6.320], [-1.382, 3.375, 6.633], [-3.853, 2.229, 5.836], [-2.194, 0.961, 7.810], [-1.575, 1.352, 5.565], [-5.548, 1.574, 1.809], [-6.430, 3.098, 1.435], [-5.316, 0.659, 0.321], [-6.114, 0.643, 3.214], [-4.567, 1.866, 2.115], [-3.704, -1.096, -4.324], [-5.172, -0.488, -5.187], [-3.177, 0.050, -3.069], [-2.327, -1.704, -5.253], [-4.065, -1.997, -3.821], [-3.789, 4.373, -0.714], [-2.848, 3.339, 0.336], [-4.523, 3.487, -2.056], [-2.733, 5.640, -1.513], [-4.555, 4.897, -0.208], [1.772, -0.975, -2.709], [0.295, -1.754, -2.871], [2.836, -1.078, -4.034], [2.549, -1.617, -1.157], [1.538, 0.053, -2.477], [2.971, 2.380, -1.236], [3.066, 3.833, -2.255], [2.910, 2.823, 0.507], [4.288, 1.327, -1.673], [2.066, 1.834, -1.454], [-2.284, -2.459, 4.035], [-3.923, -1.808, 3.743], [-2.103, -4.153, 3.647], [-2.031, -2.219, 5.794], [-1.530, -1.974, 3.478], [1.893, 0.398, 4.001], [0.594, -0.234, 5.067], [3.306, 0.826, 4.981], [1.188, 1.780, 3.166], [2.071, -0.455, 3.304]], "forces_ev_per_angstrom": [[-0.70, 1.21, 1.33], [0.00, 0.47, -0.10], [0.12, -0.42, -0.96], [-0.33, -0.86, -0.41], [0.18, -0.06, 0.35], [0.59, -0.20, -0.21], [-0.81, -2.75, 0.38], [0.73, 2.04, 0.05], [-0.64, -0.97, 0.44], [0.32, 0.48, -0.26], [0.53, 0.79, -0.31], [-0.26, 0.29, 0.00], [1.50, -1.24, -0.78], [-1.39, 0.23, 0.30], [0.79, -0.37, 0.18], [-0.13, -0.11, -0.06], [-0.59, 0.54, 0.61], [-0.15, 0.84, -0.21], [-0.27, 0.05, 0.49], [3.61, -0.61, -3.20], [-2.50, 0.07, 2.08], [0.08, -0.05, 0.94], [-0.76, 0.09, -0.25], [-0.19, 0.40, 0.05], [0.56, 0.14, -0.13], [-0.18, -0.35, 0.32], [0.21, 0.00, -0.20], [-0.52, -0.21, 0.07], [-0.08, 0.42, -0.05], [0.50, 1.08, 0.47], [0.20, -0.70, -0.30], [-0.81, -0.80, 0.75], [0.32, 0.03, 0.19], [-0.31, 0.38, -1.09], [1.08, 1.29, -0.15], [0.28, 0.28, -0.21], [-0.24, -0.48, -0.49], [-0.12, -0.99, 0.59], [-0.99, -0.13, 0.17], [0.45, 0.34, 0.03], [-0.04, -0.73, 0.44], [-0.41, -0.29, 0.21], [-0.55, 0.32, -0.72], [0.52, 0.31, 0.00], [-0.64, -0.92, 0.68], [1.17, -0.09, 0.00], [-0.13, -0.08, -0.33], [-0.49, 0.65, -0.37], [0.11, 0.42, 0.11], [1.36, 0.27, -1.67], [-0.27, 0.25, -0.10], [-0.23, -0.30, 0.27], [-0.32, -0.42, 0.70], [-0.57, 0.31, 0.71], [0.99, 0.69, 2.36], [-1.88, -1.17, -0.65], [0.58, -0.18, -0.89], [0.15, 0.31, -0.82], [0.28, 0.27, -0.19], [-0.09, 0.64, 0.23], [-0.25, -0.19, 0.31], [0.26, -0.26, -0.84], [0.55, -0.22, 0.22], [-0.25, 0.31, -0.09], [-1.24, -0.22, 1.56], [0.68, -0.34, -0.59], [-0.24, -0.43, -0.21], [0.39, -0.04, -0.35], [0.49, 1.01, -0.47], [-0.67, -0.79, 0.24], [0.21, -0.21, 0.11], [-0.32, -0.17, -0.61], [0.42, 0.04, -0.10], [0.35, 1.08, 0.43]], "total_energy_ha": -14723.7616, "lumo_energy_ev": 0.22, "homo_lumo_gap_ev": 10.93, "e_homo_ev": -10.71, "molar_mass_g_mol": 1357.992, "multiplicity": 1}